i.
A 2-piece molecular cluster, C4H13NO3 overall. Source: the OMol25 dataset; level of theory: ωB97M-V/def2-TZVPD.

## Properties
* Kohn-Sham gap: 9.796 eV
* multiplicity: 1
* E_HOMO: -0.33914 Ha

Last column: natural (NBO) charge in e.
Element x y z (Å)
1 C -0.68418 -2.51452 0.75754  -0.6325
2 C -0.35281 -1.10577 0.34351  0.0779
3 O -1.48625 -0.65672 -0.45347  -0.7463
4 C -0.16625 -0.12297 1.52484  -0.2442
5 N 0.53585 1.12089 1.28430  -0.6357
6 C -0.02442 2.18236 0.46054  0.0822
7 O -0.16830 1.88425 -0.90581  -0.7357
8 H -0.42332 -3.27728 0.02184  0.2168
9 H -1.71732 -2.64231 1.05488  0.2296
10 H 0.00241 -2.76882 1.57858  0.2062
11 H 0.53102 -1.01451 -0.28728  0.1489
12 H -1.21225 -0.53822 -1.35058  0.4718
13 H 0.28175 -0.63699 2.37597  0.2018
14 H -1.19203 0.11829 1.82886  0.2033
15 H 1.48221 0.92690 0.98513  0.3483
16 H -0.97971 2.43369 0.92597  0.1553
17 H 0.66647 3.01437 0.56660  0.1791
18 H -0.91500 1.27181 -0.94445  0.4710
19 O 2.09970 -0.43684 -2.48146  -0.9267
20 H 1.79757 -0.17306 -1.60724  0.4657
21 H 1.85455 -1.37081 -2.54206  0.4633

---

ii.
A 4-piece molecular cluster, C4H13NO3 overall. Source: the OMol25 dataset; level of theory: ωB97M-V/def2-TZVPD.

## Properties
* Kohn-Sham gap: 8.682 eV
* multiplicity: 1
* E_HOMO: -0.30031 Ha

Last column: natural (NBO) charge in e.
Element x y z (Å)
1 C -1.22292 -2.12705 -0.03774  -0.3604
2 C -0.68711 -0.94739 -0.40756  -0.2393
3 C 0.15202 -0.12888 0.58113  0.1817
4 C -0.28660 -0.07700 1.88879  -0.5788
5 N 1.24694 0.45701 -0.14249  -0.8538
6 H -1.65565 -2.84506 -0.71435  0.2017
7 H -1.16800 -2.47038 0.99952  0.1887
8 H -0.86837 -0.51752 -1.30900  0.2172
9 H -1.13963 -0.72839 2.15730  0.2262
10 H 0.25364 0.57964 2.48141  0.2011
11 H 1.29412 0.35852 -1.16647  0.4233
12 H 1.88971 1.13363 0.32325  0.3973
13 O -1.68543 2.25750 -0.26687  -0.9720
14 H -2.41941 2.94486 -0.02090  0.4801
15 H -1.65197 1.55910 0.35703  0.4938
16 O 2.83471 -2.08456 0.38272  -0.9525
17 H 2.36404 -1.32597 0.15244  0.4744
18 H 2.61160 -2.26507 1.36968  0.4683
19 O -0.08732 1.71267 -2.08812  -0.9634
20 H 0.50375 1.83433 -2.82457  0.4590
21 H -0.27810 2.67999 -1.71520  0.5073

---

Which of them is the least stable? Correct choice: ii.

---

i.
A 9-piece molecular cluster, C36H72O27 overall. Source: the OMol25 dataset; level of theory: ωB97M-V/def2-TZVPD.

## Properties
* Kohn-Sham gap: 10.755 eV
* multiplicity: 1
* E_HOMO: -0.38141 Ha

Last column: Mulliken charge in e.
Element x y z (Å)
1 C -0.71994 -2.50587 -2.30290  -1.0977
2 C -1.32341 -1.50624 -1.27831  0.4608
3 O -0.64636 -0.26050 -1.37587  -0.4525
4 C -0.54230 0.55533 -0.31578  0.7749
5 O -0.70550 0.17493 0.88780  -0.5351
6 O -0.42833 1.77998 -0.84295  -0.4040
7 C -0.66977 2.86446 0.04824  -0.1289
8 H -0.95136 -2.00301 -3.24187  0.4160
9 H -1.16000 -3.50293 -2.32085  0.2599
10 H 0.35727 -2.63287 -2.19525  0.1493
11 H -1.12183 -2.07503 -0.37059  -0.3072
12 H -2.38443 -1.25872 -1.31131  0.3651
13 H -0.02036 2.73867 0.91458  0.2769
14 H -1.74149 2.83806 0.24530  0.2701
15 H -0.53376 3.81509 -0.46742  -0.0460
16 C -0.74844 -4.26602 3.34401  -1.2990
17 C -0.10438 -4.02073 1.93820  0.5393
18 O 1.24378 -4.35092 1.98288  -0.3849
19 C 2.14284 -3.75328 1.34964  0.8900
20 O 1.97228 -2.97277 0.38478  -0.5629
21 O 3.28930 -4.12217 1.81874  -0.4077
22 C 4.51788 -3.73542 1.17589  -0.6061
23 H -0.43193 -3.72059 4.23308  0.2891
24 H -0.58411 -5.32405 3.54809  0.3541
25 H -1.78638 -3.95262 3.23192  0.3238
26 H -0.36219 -2.98455 1.71919  -0.1594
27 H -0.53164 -4.61082 1.12743  0.1878
28 H 4.44437 -2.71195 0.80819  0.3000
29 H 4.80859 -4.35848 0.33008  0.3820
30 H 5.39229 -3.79380 1.82403  0.1080
31 C -3.34949 -5.52379 -1.18629  -0.9025
32 C -3.78391 -4.86758 0.14153  -0.5509
33 O -3.66814 -3.48851 0.08224  -0.0828
34 C -4.13258 -2.75904 1.12703  0.6775
35 O -4.72806 -3.15898 2.20941  -0.6770
36 O -3.74428 -1.53281 0.99100  -0.1904
37 C -3.99059 -0.47629 1.98638  -0.6734
38 H -3.87712 -4.98182 -1.97114  0.3071
39 H -3.76187 -6.52995 -1.11092  0.4614
40 H -2.26161 -5.50472 -1.25149  0.0978
41 H -3.21436 -5.33434 0.94518  0.2997
42 H -4.79690 -5.19956 0.36902  0.4079
43 H -3.80305 -0.97960 2.93486  0.3893
44 H -5.04109 -0.19968 2.07583  0.3529
45 H -3.44630 0.41893 1.68566  0.0837
46 C 4.25572 8.96660 3.11420  -0.8419
47 C 3.92173 7.49481 3.22900  -0.3526
48 O 2.46689 7.58799 2.94062  -0.1275
49 C 1.62457 6.58653 3.25024  0.6431
50 O 1.96592 5.56133 3.90850  -0.6538
51 O 0.49086 6.77734 2.55201  -0.2754
52 C -0.54783 5.75002 2.47606  -0.5859
53 H 5.32462 9.17462 3.16171  0.4772
54 H 3.65202 9.54318 3.81507  0.2658
55 H 4.04333 9.28406 2.09331  -0.0086
56 H 4.17848 7.24053 4.25736  0.2863
57 H 4.50686 6.80091 2.62550  0.3323
58 H -1.41761 6.10592 3.02827  0.2911
59 H -0.19847 4.75852 2.76410  0.3776
60 H -0.92975 5.76392 1.45526  0.1342
61 C 0.30137 6.45097 -1.62248  -0.8883
62 C 1.45702 7.21990 -0.91995  -0.1325
63 O 1.06257 8.41856 -0.28348  -0.2639
64 C 1.96209 9.39980 0.12490  0.7588
65 O 3.16969 9.44124 -0.02711  -0.6000
66 O 1.24538 10.29632 0.91057  -0.2961
67 C 1.82494 11.45057 1.51249  -0.6072
68 H 0.85438 5.62296 -2.06597  0.3784
69 H -0.31205 6.95119 -2.37188  0.3515
70 H -0.37864 6.06220 -0.86450  -0.0957
71 H 2.14741 7.39826 -1.74436  0.3844
72 H 1.88347 6.58081 -0.14677  0.1942
73 H 1.84865 12.20395 0.72513  0.3182
74 H 2.84630 11.24081 1.83020  0.2448
75 H 1.20584 11.96465 2.24770  0.2394
76 C 1.89324 -2.53233 -4.88870  -0.7851
77 C 3.20554 -2.98041 -4.29809  -0.2056
78 O 3.52808 -4.34511 -4.75324  -0.3243
79 C 4.30528 -4.49925 -5.83742  0.7293
80 O 4.82326 -3.59707 -6.54170  -0.5887
81 O 4.47968 -5.87173 -6.04987  -0.3146
82 C 4.90423 -6.36025 -7.23811  -0.6822
83 H 1.92965 -2.40572 -5.97071  0.4021
84 H 1.75693 -1.53382 -4.47337  0.2952
85 H 1.11406 -3.20503 -4.53031  0.0989
86 H 3.04742 -2.85679 -3.22672  0.1977
87 H 4.08873 -2.42215 -4.60861  0.3650
88 H 5.15214 -7.42077 -7.19392  0.2406
89 H 5.70880 -5.75438 -7.65486  0.3150
90 H 4.13667 -6.34475 -8.01188  0.2927
91 C -6.39788 5.47979 0.65240  -1.2805
92 C -5.07825 4.79673 1.10004  -0.0437
93 O -5.05099 4.52392 2.45805  -0.2870
94 C -3.87070 3.87810 2.89930  0.6638
95 O -2.80022 3.61870 2.33062  -0.3710
96 O -4.16377 3.76099 4.23061  -0.3718
97 C -3.18167 3.26987 5.23385  -0.5719
98 H -6.38667 5.73740 -0.40666  0.3810
99 H -6.67645 6.27437 1.34461  0.3152
100 H -7.24071 4.81390 0.46714  0.3243
101 H -4.18758 5.26224 0.67799  0.2660
102 H -5.07900 3.85606 0.54937  0.2392
103 H -2.56457 4.01088 5.74196  0.2768
104 H -2.62902 2.49286 4.70571  0.2386
105 H -3.65518 2.73695 6.05841  0.2699
106 C 7.06686 -2.58010 3.97781  -0.9043
107 C 5.95093 -1.88902 4.91766  -0.4622
108 O 4.59951 -2.00187 4.43177  -0.3115
109 C 4.09682 -0.93783 3.80351  0.7365
110 O 4.77928 -0.01518 3.39439  -0.6288
111 O 2.84275 -1.11814 3.54815  -0.3077
112 C 2.10868 -0.29593 2.60724  -0.6838
113 H 8.06209 -2.22256 4.24200  0.3471
114 H 6.77586 -2.40944 2.94132  0.2206
115 H 7.16471 -3.63832 4.22004  0.2857
116 H 6.25207 -0.86143 5.12128  0.3653
117 H 5.98278 -2.27617 5.93609  0.4141
118 H 2.57717 0.68172 2.49400  0.4685
119 H 1.06581 -0.37618 2.91399  0.2088
120 H 2.17984 -0.69374 1.59493  0.2503
121 C -1.64888 -6.54065 -4.28413  -0.9753
122 C -2.60878 -7.35518 -5.08434  -0.3877
123 O -3.97257 -7.10148 -4.58243  -0.1561
124 C -5.03953 -7.64917 -5.20753  0.6694
125 O -5.00450 -8.47322 -6.12120  -0.5894
126 O -6.18866 -7.14241 -4.73134  -0.2996
127 C -7.40451 -7.70013 -5.23334  -0.6781
128 H -1.67877 -6.90064 -3.25573  0.1961
129 H -1.95119 -5.49525 -4.34611  0.1931
130 H -0.66179 -6.57257 -4.74535  0.4995
131 H -2.31471 -8.38462 -4.87967  0.2818
132 H -2.40213 -7.36618 -6.15452  0.4057
133 H -7.57314 -7.29482 -6.23103  0.3011
134 H -8.15331 -7.33013 -4.53297  0.2369
135 H -7.54087 -8.76648 -5.41332  0.3155

---

ii.
A 9-piece molecular cluster, C36H72O27 overall. Source: the OMol25 dataset; level of theory: ωB97M-V/def2-TZVPD.

## Properties
* Kohn-Sham gap: 10.964 eV
* multiplicity: 1
* E_HOMO: -0.38933 Ha

Last column: Mulliken charge in e.
Element x y z (Å)
1 C -3.25107 2.39470 -5.07962  -0.7089
2 C -4.59919 1.92341 -4.48700  -0.3216
3 O -4.56095 1.77687 -3.06107  -0.4107
4 C -4.10082 0.73183 -2.43704  0.7684
5 O -3.79944 -0.35198 -2.92023  -0.5318
6 O -4.05602 1.06760 -1.16111  -0.3777
7 C -3.57985 0.12765 -0.17363  -0.2162
8 H -3.45515 2.67847 -6.11206  0.3777
9 H -2.53609 1.57546 -5.00383  -0.0563
10 H -2.74897 3.22913 -4.59000  0.3476
11 H -4.83757 0.98136 -4.98080  0.2466
12 H -5.45318 2.52376 -4.80067  0.3845
13 H -3.64664 0.63742 0.78750  0.3603
14 H -2.58833 -0.31161 -0.28342  0.0092
15 H -4.14875 -0.78968 -0.02210  0.1569
16 C -1.74395 -6.61282 -1.56286  -0.9168
17 C -2.55109 -7.04259 -2.76291  -0.2573
18 O -2.95376 -5.87000 -3.45429  -0.1517
19 C -3.75765 -5.99449 -4.51951  0.6180
20 O -4.28640 -6.99417 -4.98674  -0.6000
21 O -3.76711 -4.88190 -5.26018  -0.4151
22 C -3.15604 -3.61802 -4.90762  -0.2399
23 H -2.23236 -5.79945 -1.02623  0.0398
24 H -0.85821 -6.13380 -1.98010  0.2902
25 H -1.46895 -7.42223 -0.88659  0.4242
26 H -3.41811 -7.61867 -2.43962  0.3250
27 H -1.88002 -7.60900 -3.40862  0.2980
28 H -2.07099 -3.67906 -4.99155  0.3128
29 H -3.45543 -3.23817 -3.93080  -0.0290
30 H -3.57784 -2.85188 -5.55815  0.2987
31 C -1.87687 -3.17023 2.97756  -0.7212
32 C -3.07620 -2.42750 2.40291  -0.3050
33 O -3.57845 -3.02085 1.22548  -0.0985
34 C -4.47771 -3.96436 1.27209  0.6258
35 O -4.82627 -4.45094 2.31002  -0.5848
36 O -4.91504 -4.15824 -0.00896  -0.4530
37 C -4.63087 -3.39867 -1.20285  -0.3142
38 H -0.98115 -3.31179 2.37281  0.2740
39 H -2.19447 -4.08819 3.47211  0.5443
40 H -1.53216 -2.67797 3.88693  -0.0631
41 H -2.72859 -1.43945 2.10120  0.0050
42 H -3.79243 -2.12243 3.16582  0.3860
43 H -3.54915 -3.31038 -1.30371  0.1149
44 H -5.12939 -2.43452 -1.10290  0.2842
45 H -5.12961 -3.90418 -2.02979  0.3334
46 C -1.41324 -0.44860 6.17586  -0.9927
47 C -0.28610 0.26725 6.82739  -0.3963
48 O 0.84503 -0.03267 6.07089  -0.2090
49 C 1.77932 0.85694 5.70476  0.8154
50 O 1.56441 2.05697 5.64944  -0.6510
51 O 2.93860 0.19892 5.30849  -0.1757
52 C 3.99258 1.02602 4.86372  -0.6865
53 H -2.30615 -0.37591 6.79676  0.4900
54 H -1.28878 -1.50308 5.92950  0.1530
55 H -1.64661 0.08782 5.25612  0.2268
56 H -0.13967 -0.15223 7.82272  0.2614
57 H -0.45213 1.30076 7.13131  0.4199
58 H 4.93692 0.49445 4.74640  0.2565
59 H 4.23814 1.79475 5.59641  0.3657
60 H 3.68316 1.49597 3.93017  0.1722
61 C 2.64650 9.51764 3.19636  -1.0617
62 C 2.50795 8.31328 4.20962  -0.2634
63 O 1.91662 7.25879 3.45363  -0.2718
64 C 0.99280 6.36594 3.96642  0.7797
65 O 0.53436 6.47677 5.12851  -0.6144
66 O 0.64248 5.45752 3.07297  -0.2927
67 C -0.39984 4.55931 3.34741  -0.3142
68 H 1.70774 9.64615 2.65757  0.3106
69 H 3.45383 9.37959 2.47715  0.2633
70 H 2.94080 10.42643 3.72133  0.3691
71 H 1.88157 8.58397 5.05961  0.3229
72 H 3.50770 8.04326 4.54973  0.2563
73 H -0.29230 3.60947 2.82363  -0.0807
74 H -1.34159 4.99976 3.01999  0.3101
75 H -0.54176 4.32412 4.40223  0.3475
76 C 5.20492 5.03671 -0.38556  -0.9505
77 C 3.83606 4.76467 -1.14150  -0.3152
78 O 3.85546 3.45518 -1.73612  -0.3658
79 C 3.54395 2.38010 -1.08870  0.7360
80 O 3.10882 2.31464 0.03367  -0.4097
81 O 3.64868 1.35930 -1.99737  -0.2969
82 C 3.28131 0.02543 -1.62630  0.0950
83 H 6.16574 4.86597 -0.87112  0.3319
84 H 5.22991 4.19702 0.30897  0.2106
85 H 5.15795 5.97432 0.16831  0.3343
86 H 3.87742 5.45635 -1.98290  0.2715
87 H 2.93384 5.06777 -0.61025  0.3680
88 H 2.99478 -0.12957 -0.58612  -0.2070
89 H 4.11117 -0.63592 -1.87540  0.3992
90 H 2.49109 -0.29402 -2.30572  -0.1513
91 C 1.88812 -3.42167 4.85425  -0.8426
92 C 2.68065 -4.06173 3.70992  -0.4486
93 O 2.98467 -3.17494 2.63853  -0.3196
94 C 3.97205 -2.25824 2.70831  0.6933
95 O 4.90983 -2.25421 3.48550  -0.6020
96 O 3.75712 -1.37831 1.68852  -0.1196
97 C 4.64348 -0.38207 1.32432  -0.6813
98 H 1.42103 -4.12254 5.54614  0.4828
99 H 1.10266 -2.82000 4.39694  0.0909
100 H 2.52357 -2.76595 5.44951  0.2595
101 H 2.11306 -4.88302 3.27241  0.3228
102 H 3.61898 -4.45005 4.10596  0.3748
103 H 4.45036 0.64371 1.63829  0.1830
104 H 4.75836 -0.41033 0.24077  0.1828
105 H 5.67899 -0.66625 1.51159  0.4786
106 C -1.65359 -1.10159 -6.93619  -0.4837
107 C -0.35903 -0.79580 -7.75428  -0.4589
108 O 0.68117 -0.37124 -6.89050  -0.3949
109 C 0.57066 0.78215 -6.24274  0.9033
110 O -0.39445 1.59830 -6.33696  -0.6433
111 O 1.73689 0.96479 -5.63932  -0.3762
112 C 1.92605 2.08377 -4.76210  -0.4952
113 H -2.28469 -0.22552 -6.78684  0.2387
114 H -1.36953 -1.51694 -5.96928  -0.1380
115 H -2.28433 -1.83182 -7.44318  0.4942
116 H -0.49228 -0.08087 -8.56619  0.3261
117 H 0.08205 -1.67551 -8.22297  0.3244
118 H 2.95795 2.23657 -4.44599  0.2390
119 H 1.37350 1.85290 -3.85134  0.1319
120 H 1.68310 3.04656 -5.21168  0.3468
121 C 0.78327 0.44626 2.28708  -0.9127
122 C 0.29492 -0.80151 1.54299  1.1430
123 O 0.37793 -0.43003 0.15688  -0.2674
124 C -0.03070 -1.29144 -0.76605  0.8965
125 O -0.48299 -2.41585 -0.54522  -0.7287
126 O 0.14555 -0.78776 -1.95416  -0.1572
127 C -0.35852 -1.37771 -3.20447  -0.1451
128 H 0.16951 1.33191 2.12273  0.2405
129 H 1.81019 0.75895 2.09794  0.1199
130 H 0.60127 0.29840 3.35155  -0.0959
131 H -0.74462 -1.03644 1.77159  -1.0348
132 H 0.94127 -1.65091 1.76402  0.2978
133 H -0.18993 -0.64920 -3.99753  -0.1843
134 H -1.40906 -1.59352 -3.39905  0.1116
135 H 0.33041 -2.17705 -3.47749  0.4346

---

Which of them is the least stable? Correct choice: i.